[1]
DFT (ωB97M-V with the def2-TZVPD basis set) results for a molecular structure, C29H51ClF8IN3O8S at a distorted geometry.

HOMO in eV: -8.90
Molecular weight in g/mol: 916.15
LUMO energy in eV: -1.2801
HOMO-LUMO gap in eV: 7.62

```
! wB97M-V def2-TZVPD RIJCOSX def2/J DEFGRID3
* xyz 0 1
C 3.445 -2.699 -1.756
H 1.985 1.236 -1.780
H 2.827 -1.829 -1.997
O 1.895 4.300 3.693
N 4.424 0.059 2.470
H 6.441 -6.820 0.798
H 4.978 1.465 0.959
H 1.865 -3.968 -2.503
S 1.686 3.050 2.843
H -4.309 3.335 2.669
O -3.450 0.275 -0.342
F -2.469 4.138 0.915
C -4.850 0.422 -0.533
Cl 0.332 -1.042 0.165
C 1.762 5.897 1.045
C 5.562 -7.054 0.197
H -0.907 0.030 -1.507
C -5.142 -3.113 0.324
C 2.662 0.994 0.800
H 3.291 -5.966 -3.299
H -2.266 -2.024 -1.027
C 2.495 -3.898 -1.610
C -1.302 4.126 0.049
C 5.336 -3.080 -0.340
H 4.688 -6.596 0.668
C -1.190 5.639 -0.357
H 1.031 5.882 1.914
C -0.656 6.032 -1.823
H 5.443 -8.142 0.167
C -0.066 2.891 2.142
H -7.146 -3.854 0.497
C -0.953 3.662 3.201
F -0.113 4.975 -2.564
N 3.104 -5.205 -1.355
H -0.369 3.603 4.210
H -4.100 1.721 3.540
C -0.024 0.474 -0.878
C -2.944 -2.150 -0.177
O 2.465 6.948 0.975
H 1.474 -0.474 -2.231
C 4.161 0.833 1.456
C -7.225 -2.336 -2.245
H 1.316 3.134 -1.184
I -0.597 0.825 2.810
H 3.431 2.708 -0.247
H -2.225 2.457 4.719
H -4.763 -3.968 0.892
H -6.388 -4.270 -1.041
H -0.568 2.257 -1.387
H 3.527 -0.382 2.726
C 1.103 0.598 -2.074
F -2.593 6.037 -0.554
O 2.948 3.157 1.801
H -2.773 4.088 4.271
H -7.824 -1.478 -2.554
H -5.426 0.120 0.345
H -2.466 -2.861 0.504
H -7.725 -3.247 -2.585
H 1.826 -3.696 -0.768
C -3.530 2.536 2.959
C -3.074 -0.791 0.526
H 2.017 0.509 1.583
H -1.687 1.573 0.009
H 5.836 -3.353 -1.272
C 1.325 3.366 -0.047
C 3.933 -5.694 -2.457
F -1.661 6.554 -2.682
H 6.008 -2.439 0.235
O 4.132 -2.360 -0.558
H 5.140 -3.969 0.263
H 3.676 -5.132 -0.521
H 4.637 -4.924 -2.793
H -6.239 -2.255 -2.710
H -5.051 1.478 -0.729
C 2.563 2.526 0.506
C -6.491 -3.477 -0.293
C -0.602 1.801 -0.312
N -4.170 -2.751 -0.707
F -1.008 5.115 3.020
C -2.345 3.124 3.785
H -2.078 -0.525 0.904
F 0.224 7.143 -1.692
H 2.744 0.268 -0.077
F -2.150 3.711 -1.078
H 3.100 4.794 -0.160
H -3.726 -0.830 1.406
H -5.308 -2.283 1.020
H 4.143 -2.810 -2.592
H 1.773 5.390 -1.109
O 2.000 1.920 3.815
C -0.166 3.106 0.519
O 5.769 -6.532 -1.107
F -0.948 6.612 0.641
C 4.750 -6.914 -2.032
C 1.942 4.853 -0.101
H 4.107 -7.706 -1.634
O -7.122 -2.313 -0.829
H -5.171 -0.139 -1.413
H -4.599 -2.089 -1.344
H 5.259 -7.316 -2.913
H 0.622 0.977 -3.031
H -3.251 2.035 1.959
*
```

***

[2]
DFT (ωB97M-V with the def2-TZVPD basis set) results for a molecular structure, C29H51NO2SSi2Tb at a distorted geometry.

⟨S²⟩: 12.7067
HOMO (spin up / spin down) in eV: -10.46 / -10.46
Molecular weight in g/mol: 692.90
LUMO energy (spin up / spin down) in eV: -2.8181 / -2.7699
Relative energy (zero: lowest compared OMol25 entry of this formula, charge and spin) in kcal per mole: 0.0
HOMO-LUMO gap (spin up / spin down) in eV: 7.64 / 7.69

```
! wB97M-V def2-TZVPD RIJCOSX def2/J DEFGRID3
* xyz 1 7
C 3.416 -3.769 1.162
H 0.177 -3.587 -0.738
C 4.219 0.685 -1.349
H -0.286 1.979 0.446
H 3.433 -4.839 0.928
C -2.951 -2.134 -2.732
H -4.340 -3.313 0.158
H 4.396 0.951 1.675
C 0.869 1.144 -3.729
Si 1.644 -3.189 1.216
H 3.681 1.433 -1.922
C -3.348 1.599 1.238
C 1.922 3.950 -4.245
C 3.499 1.535 1.927
H -2.602 1.571 2.041
H 0.911 -2.013 -1.140
H 1.082 -1.796 3.219
H -0.548 -4.184 1.959
O 2.263 0.363 0.138
N -1.514 -1.209 2.066
C -3.124 -2.051 5.237
O 1.335 2.088 -2.746
H -2.497 5.081 -0.689
C 2.630 1.724 0.702
H 3.737 -1.067 -0.136
H 0.628 -5.425 1.419
H 2.647 -0.778 -1.519
H 2.598 -1.235 2.475
Si -2.717 2.661 -0.127
H 1.877 -0.195 -5.136
C -3.252 1.920 -1.780
Tb 0.376 -0.720 0.522
C -1.869 -1.418 -2.177
H -3.509 0.564 0.918
C 0.513 -4.484 1.975
H -2.510 2.020 -2.589
H -4.161 2.411 -2.145
S -3.583 -2.757 2.521
H -2.629 -1.329 7.216
C 2.112 0.634 -4.453
C -2.804 -1.956 3.887
H -3.932 -2.713 5.539
C 1.069 3.476 -3.084
H 2.859 0.269 -3.742
H 3.871 -3.600 2.146
H -4.676 -3.394 -2.308
C -3.834 -2.838 -1.898
C -2.418 -2.002 1.458
H -0.785 0.160 6.435
C -1.354 -0.435 5.711
C 3.245 -0.282 -0.738
H 2.970 3.666 -4.138
H 3.118 2.286 -0.100
H 3.992 -3.220 0.408
C -1.748 -1.132 3.444
H 2.553 1.425 -5.083
H 1.325 4.023 -2.165
H -0.239 0.312 3.960
H -1.219 -0.854 -2.851
H 1.910 -3.454 -1.133
C -1.029 -0.337 4.353
H -4.071 4.744 0.066
H 1.562 3.589 -5.209
H -2.579 4.777 1.041
H 2.919 1.004 2.695
H -0.012 3.577 -3.303
H 3.787 2.521 2.319
H 1.875 5.037 -4.305
H -3.115 -2.134 -3.808
H 0.813 -4.641 3.020
H 0.376 0.319 -3.178
C -1.620 -1.427 -0.820
H -3.446 0.846 -1.707
H 0.141 1.607 -4.434
H 4.870 0.138 -2.025
C -2.385 -1.277 6.151
H 4.858 1.151 -0.604
C -3.009 4.486 0.075
C 1.078 -2.978 -0.589
H -4.286 1.988 1.640
H -1.023 2.353 -1.224
C 1.589 -1.627 2.250
H -0.374 3.682 -0.146
C -0.838 2.687 -0.189
C -3.646 -2.806 -0.525
H 1.687 2.256 0.885
C -2.547 -2.091 0.014
*
```

***

[3]
DFT (ωB97M-V with the def2-TZVPD basis set) results for a molecular structure, C29H52Cl2F3N2O2P2Si4Ta at a distorted geometry.

HOMO in eV: -6.68
Molecular weight in g/mol: 943.89
LUMO energy in eV: -1.4087
Relative energy (zero: lowest compared OMol25 entry of this formula, charge and spin) in kcal per mole: 12.8
HOMO-LUMO gap in eV: 5.27

```
! wB97M-V def2-TZVPD RIJCOSX def2/J DEFGRID3
* xyz 0 1
H 1.091 0.489 -5.278
Si 2.227 -0.499 2.867
C -0.366 4.355 -0.391
H -1.208 -2.455 -2.723
C 2.868 -2.333 -0.683
H 1.870 2.665 -2.691
C -3.139 1.520 1.276
C 4.568 -3.796 -1.609
C 1.674 -0.027 -4.497
H -1.245 2.041 5.395
H 2.481 2.978 3.323
H -4.571 -0.631 -1.804
H -5.646 -0.474 0.943
F -1.194 -2.910 2.458
H -2.291 -4.884 0.579
H -1.475 6.411 -2.864
C 2.540 -0.735 4.708
H 2.250 2.363 4.976
C 3.761 0.307 2.147
C -1.580 3.696 -0.093
Cl -1.208 1.626 -2.333
C -1.245 -0.759 -4.542
H 3.620 -0.656 4.904
H 2.227 -1.726 5.063
C 5.281 -2.663 -2.024
C 3.563 -1.205 -1.165
C 0.181 -3.342 -0.042
H -3.313 1.347 2.352
O 1.747 0.709 -3.267
H -1.172 -1.370 -5.457
H 1.413 2.412 -4.449
H 2.699 -0.177 -4.860
H 6.224 -2.796 -2.549
H 4.205 0.986 2.888
H 1.469 -2.925 2.684
H 5.348 -0.499 -2.131
Si -3.357 -0.122 0.308
H 0.929 -1.962 -5.084
H 0.613 5.835 -1.606
H -2.220 -0.934 -4.077
Cl 1.373 1.291 -0.516
C -4.002 0.220 -1.409
Ta -0.138 -0.015 0.593
C 1.036 -1.349 -4.172
H 2.797 -4.489 -0.573
C -4.733 -1.044 1.170
H -2.196 -3.885 -2.404
H -3.279 -3.645 1.383
H -3.647 5.294 -2.284
C 1.738 2.804 4.110
H 1.352 3.786 4.427
H -1.164 0.312 -4.774
C -0.670 1.190 5.001
H 1.665 -1.881 -3.440
F -0.178 -1.627 3.855
C -1.513 5.678 -2.059
C -2.718 5.053 -1.735
P -1.520 2.272 1.039
H 0.253 1.997 -3.095
C -0.902 2.969 2.586
C 4.786 -1.383 -1.799
H -0.354 3.901 2.355
H -1.776 3.226 3.211
H -3.167 0.435 -2.092
C 3.363 -3.624 -0.928
C -0.926 -1.586 2.712
O -0.231 -1.095 -3.550
H -4.606 -1.080 2.260
H 3.096 -2.675 1.991
C -2.766 4.094 -0.735
H -3.706 3.622 -0.459
H 4.936 -4.797 -1.811
N -1.856 -1.043 0.251
H 0.199 -4.157 0.698
C -2.822 -3.935 0.432
H 2.051 0.015 5.337
C -2.037 -2.837 -2.125
H 4.506 -0.461 1.895
C 2.083 -2.241 2.077
P 1.415 -2.107 0.390
H -3.637 -4.111 -0.281
Si -1.617 -2.709 -0.307
F -2.145 -1.073 3.118
Si 0.282 1.781 3.497
N 0.784 0.473 2.411
H 3.135 -0.217 -1.023
C 1.357 2.045 -3.418
H 0.537 4.080 0.146
H 0.501 -3.781 -1.001
H -0.014 0.833 5.802
H -4.871 -2.060 0.790
H -1.377 0.397 4.743
C -0.328 5.345 -1.375
H 3.529 0.873 1.239
H -4.647 1.109 -1.369
H -3.907 2.233 0.935
H -2.942 -2.279 -2.375
*
```

***

[4]
DFT (ωB97M-V with the def2-TZVPD basis set) results for 4 unconnected molecules or ions with the total composition C29H52N2O7PS4.

HOMO in eV: -11.26
Molecular weight in g/mol: 699.98
LUMO energy in eV: -1.7928
HOMO-LUMO gap in eV: 9.47

```
! wB97M-V def2-TZVPD RIJCOSX def2/J DEFGRID3
* xyz 1 1
H -1.668 -4.503 3.954
O -0.051 -5.756 2.169
H -2.910 3.110 4.410
H 4.053 -1.830 -0.131
H 0.205 -1.482 -0.720
C 1.150 4.370 0.519
C 1.486 -2.495 3.111
H -0.763 -7.580 6.032
H 1.371 -0.559 -4.301
C 1.360 0.485 -3.979
H -3.242 2.721 -7.140
H 0.327 0.764 -3.758
C -1.112 -7.703 5.005
N 0.800 1.432 0.349
C 2.631 -0.210 -0.073
H -2.833 -6.415 5.410
H 2.555 3.544 1.919
H 1.944 6.551 -1.948
H -0.896 1.797 1.569
H 2.207 -1.326 -1.735
H 0.718 -2.755 3.842
H 4.752 0.960 -2.992
O -1.081 4.232 1.320
H 1.016 -7.936 4.492
C -0.031 3.667 1.099
C -2.180 2.666 -7.371
C 0.078 -7.624 4.040
H 1.678 1.135 -4.800
H 0.183 3.021 -9.142
H -2.099 0.543 -6.894
H 4.192 6.191 -1.005
H -0.014 5.385 -0.965
C -0.452 2.141 -9.058
H 2.376 -3.079 3.330
H 0.263 -1.890 1.471
H -0.276 1.477 -9.901
S 0.229 -5.892 3.580
O -2.015 -0.064 2.805
C -1.530 1.454 -6.712
H -2.559 1.704 -9.268
O 1.026 2.066 -6.855
H 1.708 -1.437 3.284
H 4.309 -0.660 -2.461
H 1.310 -0.140 1.652
C -1.930 2.505 -8.876
C 3.988 0.187 -3.071
H 0.268 -3.609 1.729
C 0.910 -2.733 1.725
H -0.747 1.284 -1.033
H -0.048 -0.558 -2.176
H -5.125 0.672 2.468
P 2.390 0.919 -2.555
C 3.195 -1.529 0.477
H -0.919 0.178 0.325
O 0.296 -0.113 -7.831
C -0.190 0.621 -0.366
H -0.099 -8.184 3.124
C 0.112 2.182 1.408
C 3.336 5.685 -0.579
O -3.873 -1.107 4.097
C -1.197 -5.317 4.501
C 0.979 5.231 -0.561
S 2.126 -2.986 0.409
H -1.342 1.576 -5.648
S -3.169 0.072 3.667
H -3.788 1.833 2.225
O 1.433 -5.338 4.146
C -2.070 -6.559 4.647
C -2.744 1.066 5.104
H -3.753 2.808 5.924
H 4.487 4.693 0.951
H -3.055 0.503 5.982
C 2.417 4.184 1.055
H -2.175 3.412 -9.425
C -4.786 2.074 4.143
H 0.665 2.096 2.349
N 1.885 -0.428 -1.363
H -1.709 3.583 -7.009
C -3.518 2.382 4.950
H -1.599 -8.674 4.939
H 3.928 -0.145 -4.109
H 3.575 -1.342 1.483
H -2.575 -6.771 3.703
H -5.286 2.982 3.812
S 0.040 1.278 -7.560
C 2.072 5.880 -1.109
C 3.509 4.845 0.513
H -5.491 1.505 4.752
C 0.412 -0.524 -1.191
C 1.794 0.551 0.952
C -4.330 1.232 2.955
H -0.836 -4.964 5.467
H -1.665 1.203 5.117
H 2.505 1.147 1.528
H 3.483 0.432 -0.320
*
```

***

[5]
DFT (ωB97M-V with the def2-TZVPD basis set) results for a molecular structure, C29H52N7OPb at a distorted geometry.

HOMO in eV: -9.79
Molecular weight in g/mol: 721.98
LUMO energy in eV: -1.5876
Relative energy (zero: lowest compared OMol25 entry of this formula, charge and spin) in kcal per mole: 7.1
HOMO-LUMO gap in eV: 8.20

```
! wB97M-V def2-TZVPD RIJCOSX def2/J DEFGRID3
* xyz 1 1
H 15.555 4.869 27.947
C 16.202 13.114 28.122
H 16.220 12.031 25.417
C 11.103 6.777 23.107
H 16.383 8.378 30.009
C 11.445 11.482 28.491
N 13.901 8.957 28.171
N 9.368 9.432 25.208
C 7.668 8.074 23.792
H 12.339 12.147 30.205
N 10.591 8.575 28.648
H 15.359 3.343 28.642
H 8.229 8.813 21.836
C 14.954 4.328 25.384
H 9.694 5.768 29.455
C 8.623 8.822 24.587
C 7.719 6.675 29.747
H 11.209 4.726 27.577
H 16.292 7.423 32.814
C 14.681 3.341 26.522
C 14.420 10.913 25.351
H 14.704 6.694 33.069
H 8.738 12.303 28.856
H 7.417 5.856 30.403
C 10.626 5.043 26.696
C 11.309 11.956 29.893
H 11.846 4.116 23.694
H 12.981 3.393 21.597
C 15.113 12.413 27.313
H 9.579 4.965 27.030
C 11.389 4.324 22.721
H 9.548 5.329 23.312
H 16.910 12.357 28.460
H 10.956 11.099 30.469
H 12.111 4.446 20.610
H 6.048 8.245 20.758
H 14.377 8.415 31.569
C 14.588 8.440 28.931
H 14.601 11.734 27.998
C 8.896 12.676 29.867
O 10.892 6.342 26.285
C 7.071 7.973 30.213
H 15.954 5.802 32.176
C 14.794 7.477 31.196
C 9.254 6.687 29.849
H 16.043 4.330 25.383
H 13.718 2.836 26.442
H 13.245 5.101 21.905
N 11.516 11.147 27.397
H 15.783 6.827 29.383
H 10.813 4.347 25.867
H 16.126 10.750 26.484
H 7.962 7.044 23.582
N 11.602 7.766 23.405
H 6.873 9.645 22.500
C 7.321 8.652 22.424
C 14.383 5.667 25.571
C 6.377 7.748 21.666
H 14.375 13.108 26.903
H 9.971 5.768 21.794
H 6.008 7.946 30.459
C 15.497 7.757 29.877
H 16.739 13.915 27.615
H 9.603 6.860 30.873
H 15.705 13.614 28.952
C 12.488 4.369 21.628
C 14.917 3.988 27.872
C 15.502 11.567 26.096
H 5.498 7.478 22.264
N 13.621 10.342 24.758
C 10.016 7.742 29.194
H 14.496 3.968 24.461
H 7.277 8.813 29.551
H 13.915 6.839 31.068
N 13.910 6.710 25.577
H 6.774 6.734 21.551
C 15.531 6.787 32.363
H 13.988 4.171 28.422
H 7.423 8.235 31.219
C 10.367 13.110 30.106
H 10.526 14.041 29.561
H 6.733 7.962 24.348
C 10.463 5.519 22.744
H 8.327 13.572 30.111
Pb 11.835 8.595 26.114
H 15.401 2.532 26.379
H 10.947 3.328 22.628
H 10.368 13.462 31.141
H 8.617 11.891 30.572
H 7.258 6.411 28.795
*
```